{
  "formula": "C32H83N5O15Sr",
  "method": "ωB97M-V/def2-TZVPD",
  "homo_lumo_gap_ev": 7.33,
  "homo_ev": -7.568,
  "lumo_ev": -0.24,
  "e_tot_ev": -73524.8175,
  "symbols": ["Sr", "O", "O", "O", "O", "O", "O", "O", "O", "O", "O", "O", "O", "O", "O", "O", "N", "N", "N", "N", "N", "C", "C", "C", "C", "C", "C", "C", "C", "C", "C", "C", "C", "C", "C", "C", "C", "C", "C", "C", "C", "C", "C", "C", "C", "C", "C", "C", "C", "C", "C", "C", "C", "H", "H", "H", "H", "H", "H", "H", "H", "H", "H", "H", "H", "H", "H", "H", "H", "H", "H", "H", "H", "H", "H", "H", "H", "H", "H", "H", "H", "H", "H", "H", "H", "H", "H", "H", "H", "H", "H", "H", "H", "H", "H", "H", "H", "H", "H", "H", "H", "H", "H", "H", "H", "H", "H", "H", "H", "H", "H", "H", "H", "H", "H", "H", "H", "H", "H", "H", "H", "H", "H", "H", "H", "H", "H", "H", "H", "H", "H", "H", "H", "H", "H", "H"],
  "coordinates": [[-1.72, -0.81, -1.04], [4.42, -3.72, -4.33], [-2.61, 5.84, 1.16], [0.54, -0.64, 0.04], [-2.09, -2.83, 0.50], [-0.99, 0.84, -2.76], [-2.94, -2.44, -2.45], [0.62, -5.76, -1.72], [2.82, -1.94, 0.71], [3.45, 1.92, 2.63], [0.32, 4.17, 5.01], [0.52, -1.02, 3.82], [3.83, 4.54, -0.58], [1.03, 0.65, 1.75], [-0.76, 0.83, 0.60], [-3.81, 0.83, -1.82], [-0.28, -2.03, -2.94], [2.31, -3.11, -1.82], [0.16, 3.64, 0.24], [-3.80, -0.63, 0.58], [-1.51, 1.14, 3.92], [0.13, 0.33, -3.49], [-2.42, -3.23, -3.49], [-1.59, 2.12, 6.02], [-1.16, 2.37, 4.62], [-0.09, -6.94, -1.37], [4.00, -1.16, 0.89], [0.86, -2.33, 3.47], [0.28, 2.90, 4.38], [-2.96, 5.68, 2.51], [-3.99, 0.84, 0.59], [-4.31, -2.79, -2.23], [1.69, 4.69, 4.82], [-2.83, -2.54, 1.73], [2.72, -4.54, -1.81], [-0.46, 4.76, 0.89], [-1.90, -4.21, 0.23], [1.65, 3.62, 0.29], [-4.23, 1.17, -3.11], [-0.85, -3.25, -3.44], [4.47, 5.62, -1.29], [2.40, 4.72, -0.51], [3.27, -2.33, -2.62], [1.78, -5.47, -0.92], [0.31, 0.29, 0.81], [3.63, 1.42, 3.97], [4.57, -4.06, -5.70], [-1.93, 4.73, 0.54], [3.42, -2.68, -4.14], [-0.87, 2.24, -2.54], [-3.11, -1.04, 1.82], [-4.62, 1.36, -0.77], [-0.24, -1.04, -4.08], [-3.72, -3.16, 1.87], [1.49, -5.07, 0.05], [-2.24, 5.18, 3.16], [-4.67, 2.44, -0.89], [-0.93, 2.90, -3.40], [3.66, -1.79, -4.72], [-2.16, -0.52, 1.91], [-1.75, 2.48, -1.95], [-4.69, -1.10, 0.56], [-1.19, 1.24, 6.51], [-3.92, 5.17, 2.47], [4.45, 0.70, 4.00], [-2.89, -4.53, -0.06], [2.09, 2.65, 0.05], [-3.58, 0.92, -3.95], [0.46, -3.07, 4.17], [-5.23, 0.77, -3.27], [4.02, -0.25, 0.28], [2.32, -6.38, -0.66], [-0.86, 0.45, 4.28], [-2.38, 3.77, 0.80], [3.64, -4.51, -6.06], [4.34, 5.52, -2.37], [3.88, -0.82, 1.91], [2.14, 5.67, -0.03], [-4.87, -2.68, -3.16], [-0.44, -3.52, -4.41], [0.55, -7.81, -1.50], [-4.32, -3.84, -1.95], [4.89, -3.14, -6.19], [2.01, 4.70, -1.53], [1.93, 3.75, 1.33], [0.72, -0.38, 3.12], [2.67, 1.44, 2.34], [3.99, 2.21, 4.63], [-4.72, -2.16, -1.44], [0.55, -1.36, -4.76], [1.93, 4.86, 3.77], [-1.15, -0.82, -4.63], [-0.95, -7.10, -2.01], [-2.11, 4.80, -0.53], [4.93, -1.73, 0.87], [0.48, 0.89, -4.36], [-2.68, -2.71, -4.42], [4.06, 6.59, -1.01], [-3.22, 6.64, 2.96], [0.67, -2.22, -2.64], [4.27, -2.25, -2.19], [1.91, -2.53, 3.30], [2.76, -5.01, -2.80], [2.75, 0.88, 4.32], [5.51, 5.38, -1.09], [-0.08, 2.71, 0.57], [-3.11, 1.46, 0.69], [0.94, 0.32, -2.76], [-0.06, 5.72, 0.58], [0.27, -2.43, 2.56], [-2.67, 2.00, 6.09], [-4.23, 2.26, -3.09], [-2.78, -4.26, -3.56], [-2.14, -2.95, 2.47], [-4.52, 1.19, 1.47], [-0.47, -6.90, -0.35], [1.04, 2.26, 4.83], [2.32, -2.74, -0.88], [3.74, -4.63, -1.45], [1.77, 5.71, 5.18], [2.82, -1.34, -2.63], [-1.34, -4.33, -0.70], [2.45, -2.95, -4.54], [2.02, -1.44, 0.55], [0.48, 2.93, 3.31], [-0.32, 4.70, 1.96], [-1.80, 3.16, 4.24], [0.04, 2.57, -2.04], [-1.15, 1.15, 2.98], [-5.66, 1.01, -0.75], [-3.68, -0.79, 2.71], [-1.43, -4.82, 1.00], [-1.37, 3.01, 6.62], [-0.51, -4.08, -2.82], [2.45, 4.02, 5.23], [5.42, -4.74, -5.69]]
}